# 1
The following is a DFT calculation (ωB97M-V/def2-TZVPD) of C4H12Cl2N3O7Sn2 as an isolated structure at a distorted geometry.

Output
HOMO energy = -19.10 eV
Net charge = +3
Largest force on an atom = 2.68 eV/A
Kohn-Sham gap = 5.79 eV
Energy = -59811.435 eV
Energy relative to the best compared isomer or geometry (same formula, charge and spin) = 0.0 kJ/mol

Atoms and positions in Å:
Sn  2.41  1.49  -2.69
Sn  1.99  2.78  1.94
O  1.70  0.78  0.03
H  0.74  0.65  -0.03
C  -0.88  -1.48  2.30
N  -0.89  0.00  2.10
O  -1.59  0.47  1.24
O  -0.18  0.66  2.86
H  -0.98  -1.93  1.32
H  -1.79  -1.66  2.87
H  -0.06  -1.88  2.88
C  2.34  -2.32  0.45
N  3.16  -1.98  -0.75
O  2.66  -1.86  -1.87
O  4.35  -1.93  -0.58
H  1.31  -2.15  0.16
H  2.65  -1.73  1.31
H  2.57  -3.37  0.62
C  -2.22  3.26  -0.70
N  -0.77  3.40  -0.74
O  -0.16  2.82  -1.63
O  -0.18  4.01  0.15
H  -2.65  3.99  -0.02
H  -2.48  2.30  -0.25
H  -2.71  3.33  -1.67
C  -1.82  -1.58  -1.85
Cl  -0.93  0.01  -1.87
Cl  -0.66  -2.93  -1.63
H  -2.62  -1.60  -1.11
H  -2.31  -1.55  -2.82

=====

# 2
The following is a DFT calculation (ωB97M-V/def2-TZVPD) of one molecule with the formula C4H9NO2.

Output
HOMO energy = -9.43 eV
Net charge = 0
Largest force on an atom = 0.24 eV/A
Kohn-Sham gap = 10.33 eV
Energy = -9877.339 eV
Energy relative to the best compared isomer or geometry (same formula, charge and spin) = 262.6 kJ/mol

Atoms and positions in Å:
C  -0.66  -1.56  1.02
C  0.04  -0.30  0.53
C  0.87  -0.50  -0.78
O  1.05  0.72  -1.40
N  -0.91  0.76  0.17
C  -0.28  1.80  -0.42
O  0.77  2.36  0.11
H  -1.23  -1.36  1.93
H  0.08  -2.33  1.24
H  -1.34  -1.95  0.26
H  0.69  0.10  1.31
H  1.83  -0.97  -0.52
H  0.33  -1.20  -1.44
H  1.41  1.65  -0.51
H  -1.70  0.42  -0.36
H  -0.88  2.37  -1.14

=====

# 3
The following is a DFT calculation (ωB97M-V/def2-TZVPD) of one molecule with the formula C4H8 at a distorted geometry.

Output
HOMO energy = -10.01 eV
Net charge = 0
Largest force on an atom = 2.73 eV/A
Kohn-Sham gap = 11.35 eV
Energy = -4276.281 eV
Energy relative to the best compared isomer or geometry (same formula, charge and spin) = 88.0 kJ/mol

Atoms and positions in Å:
C  -0.12  0.44  -1.36
C  0.13  0.55  0.12
C  -0.71  -0.42  0.95
C  0.81  -0.58  0.85
H  -1.24  0.72  -1.57
H  0.16  -0.62  -1.84
H  0.53  1.23  -1.94
H  0.28  1.57  0.53
H  -1.18  -0.16  1.88
H  -1.37  -1.09  0.43
H  1.39  -0.23  1.68
H  1.32  -1.41  0.28

=====

# 4
The following is a DFT calculation (ωB97M-V/def2-TZVPD) of one molecule with the formula C4H4BrClO at a distorted geometry.

Output
HOMO energy = -10.15 eV
Net charge = 0
Largest force on an atom = 3.58 eV/A
Kohn-Sham gap = 10.74 eV
Energy = -88824.006 eV
Energy relative to the best compared isomer or geometry (same formula, charge and spin) = 0.0 kJ/mol

Atoms and positions in Å:
C  1.49  0.53  -0.20
C  -0.45  -1.12  0.18
C  0.14  0.24  0.47
C  -1.12  0.10  -0.46
O  1.93  -0.05  -1.14
Cl  2.60  1.79  0.54
Br  -2.60  1.01  0.18
H  -0.13  -1.94  -0.45
H  -0.91  -1.59  1.05
H  -0.07  0.65  1.42
H  -0.88  0.38  -1.59